# 1
Here is C5H8KO3 as an isolated structure at a distorted geometry from OMol25. Energies are from ωB97M-V/def2-TZVPD.

The geometry in XYZ format:
```
17
C5H8KO3 | OMol25 | ωB97M-V/def2-TZVPD
O -1.056 -0.340 -2.457
O 0.399 -0.072 -0.811
O -1.251 -1.515 -0.516
C -2.072 -0.894 -3.071
C 1.377 -0.965 0.719
C 1.826 0.034 1.575
C -0.571 -0.832 -1.238
H -2.574 -1.552 -2.322
H 2.006 -1.827 0.474
H 2.474 -0.624 2.205
H 0.980 1.207 1.117
H 1.624 0.652 2.454
K -1.262 -1.521 2.082
C -0.260 1.697 0.009
H -0.709 1.905 -0.964
H 0.276 2.606 0.294
H -1.207 2.042 0.448
```

* total charge: +1
* HOMO-LUMO gap: 5.87 eV
* ΔE to the lowest compared entry with this formula, charge and spin: 283.68 kcal/mol

Mulliken population analysis, charges in e, atoms 1 to 2: O -0.120; O -0.418



# 2
Here is C5H8LiMgO3 as an isolated structure at a distorted geometry from OMol25. Energies are from ωB97M-V/def2-TZVPD.

The geometry in XYZ format:
```
18
C5H8LiMgO3 | OMol25 | ωB97M-V/def2-TZVPD
C -0.336 0.920 -0.221
C 0.205 1.977 0.413
H 0.296 0.082 -0.543
H -1.377 0.966 -0.577
H 0.406 3.039 0.244
Mg 0.687 1.268 2.470
O -1.241 -2.035 3.473
Li -1.019 -4.142 2.901
O 0.047 -2.846 1.943
C -0.290 -1.822 2.545
O 0.053 -0.632 2.295
C -1.714 -0.963 4.312
C -2.776 -1.512 5.231
H -0.859 -0.573 4.881
H -2.117 -0.173 3.663
H -2.358 -2.268 5.908
H -3.174 -0.689 5.840
H -3.601 -1.960 4.662
```

* multiplicity: 2
* total charge: +2
* HOMO-LUMO gap (spin up / spin down): 7.65 / 7.86 eV
* ΔE to the lowest compared entry with this formula, charge and spin: 16.44 kcal/mol

Mulliken population analysis, charges in e, atoms 1 to 2: C -0.253; C -0.602



# 3
Here is C5H8LiMnO3 as an isolated structure at a distorted geometry from OMol25. Energies are from ωB97M-V/def2-TZVPD.

The geometry in XYZ format:
```
18
C5H8LiMnO3 | OMol25 | ωB97M-V/def2-TZVPD
C 2.674 3.059 -0.287
C 2.958 3.787 0.647
H 2.758 2.489 -1.200
H 0.700 1.534 -1.510
H 3.106 4.254 1.609
Li -0.728 1.582 2.266
O -0.992 -0.849 -0.721
Mn -0.454 -0.900 -2.981
O 0.073 0.734 -1.613
C -0.501 0.344 -0.490
O -0.393 0.902 0.579
C -1.674 -1.606 0.322
C -0.921 -2.897 0.503
H -1.663 -0.989 1.228
H -2.703 -1.772 -0.019
H -0.003 -2.735 1.081
H -1.565 -3.595 1.053
H -0.669 -3.343 -0.468
```

* multiplicity: 7
* total charge: +2
* HOMO-LUMO gap (spin up / spin down): 7.85 / 8.75 eV
* ΔE to the lowest compared entry with this formula, charge and spin: 6.76 kcal/mol

Mulliken population analysis, charges in e, atoms 1 to 2: C -0.307; C -0.442



# 4
Here is C5H8LiO3Tl as an isolated structure at a distorted geometry from OMol25. Energies are from ωB97M-V/def2-TZVPD.

The geometry in XYZ format:
```
18
C5H8LiO3Tl | OMol25 | ωB97M-V/def2-TZVPD
C 1.321 -2.312 -0.551
C 0.647 -3.533 -0.494
H 1.313 -2.004 -1.684
H 2.337 -2.272 -0.135
H -0.395 -3.488 -0.131
Tl 0.274 -1.254 2.325
O -0.233 1.019 -0.490
Li 0.349 0.944 -3.513
O 0.646 -0.214 -2.069
C 0.419 -0.034 -0.875
O 0.629 -0.984 0.014
C -0.622 1.222 0.883
C -1.285 2.571 0.988
H -1.335 0.428 1.160
H 0.286 1.201 1.507
H -2.186 2.608 0.363
H -1.565 2.738 2.036
H -0.599 3.364 0.667
```

* total charge: +2
* HOMO-LUMO gap: 8.59 eV
* ΔE to the lowest compared entry with this formula, charge and spin: 63.20 kcal/mol

Mulliken population analysis, charges in e, atoms 1 to 2: C -0.329; C -0.331



# 5
Here is C5H8LiO4Rb as an isolated structure at a distorted geometry from OMol25. Energies are from ωB97M-V/def2-TZVPD.

The geometry in XYZ format:
```
19
C5H8LiO4Rb | OMol25 | ωB97M-V/def2-TZVPD
O -2.629 0.674 0.371
C -1.906 -0.479 -0.016
C -0.828 -0.212 -1.071
H -1.414 -0.890 0.892
H -2.624 -1.258 -0.360
H -1.185 -0.390 -2.102
H -0.068 -1.010 -1.000
O 0.990 0.558 1.093
C 0.954 1.162 -0.121
C 1.810 -0.604 1.013
O 0.465 2.294 -0.218
O 2.040 0.798 -0.840
C 2.637 -0.363 -0.263
H 1.159 -1.486 0.932
H 2.422 -0.664 1.919
H 2.560 -1.195 -0.974
H 3.691 -0.145 -0.056
Rb -6.603 1.344 1.206
Li -1.472 1.869 -0.405
```

* HOMO-LUMO gap: 2.92 eV
* ΔE to the lowest compared entry with this formula, charge and spin: 46.35 kcal/mol

Mulliken population analysis, charges in e, atoms 1 to 2: O -1.021; C 0.192



# 6
Here is a 2-piece molecular cluster, C5H8N overall at a distorted geometry from OMol25. Energies are from ωB97M-V/def2-TZVPD.

The geometry in XYZ format:
```
14
C5H8N | OMol25 | ωB97M-V/def2-TZVPD
C 0.887 -0.522 -0.333
C 1.983 -0.406 0.224
C -0.031 -0.562 -1.519
C -0.582 -0.965 -0.445
C 3.265 -0.033 0.803
N -2.799 -0.490 0.923
H 0.287 -0.536 -2.607
H -1.386 -1.023 0.291
H 3.027 0.719 1.655
H 3.858 0.360 -0.054
H 3.838 -0.936 1.125
H -2.748 0.335 1.527
H -3.583 -1.148 1.220
H -3.072 -0.168 -0.070
```

* total charge: +1
* HOMO-LUMO gap: 9.08 eV
* ΔE to the lowest compared entry with this formula, charge and spin: 126.57 kcal/mol

Mulliken population analysis, charges in e, atoms 1 to 2: C 0.176; C 0.664



# 7
Here is a 2-piece molecular cluster, C5H8N overall at a distorted geometry from OMol25. Energies are from ωB97M-V/def2-TZVPD.

The geometry in XYZ format:
```
14
C5H8N | OMol25 | ωB97M-V/def2-TZVPD
C -0.155 3.349 0.512
C -0.424 2.640 -0.422
C 0.642 -2.749 -0.716
C 0.213 -1.951 0.235
C 0.027 -0.559 -0.053
N -0.602 0.250 0.681
H 0.303 3.788 1.342
H 0.799 -3.768 -0.553
H 0.988 -2.361 -1.728
H 0.188 -2.272 1.235
H 0.542 -0.313 -0.968
H -0.889 2.531 -1.390
H -0.565 1.319 0.270
H -1.067 0.094 1.554
```

* total charge: +1
* HOMO-LUMO gap: 10.48 eV
* ΔE to the lowest compared entry with this formula, charge and spin: 93.23 kcal/mol

Mulliken population analysis, charges in e, atoms 1 to 2: C -0.248; C -0.521



# 8
Here is an isolated ion of composition C5H8N and charge +1 at a distorted geometry from OMol25. Energies are from ωB97M-V/def2-TZVPD.

The geometry in XYZ format:
```
14
C5H8N | OMol25 | ωB97M-V/def2-TZVPD
C 0.497 1.451 0.497
C 1.095 0.383 -0.003
C -1.921 -0.405 0.563
C -1.490 0.039 -0.718
C 2.064 -0.669 -0.126
N -0.143 0.803 -0.571
H 0.341 2.270 1.157
H -2.636 0.156 1.144
H -1.370 -1.170 1.090
H -1.221 -0.751 -1.421
H -2.153 0.763 -1.191
H 3.051 -0.316 0.174
H 2.086 -1.063 -1.142
H 1.800 -1.490 0.548
```

* total charge: +1
* HOMO-LUMO gap (spin up / spin down): 7.81 / 8.89 eV
* ΔE to the lowest compared entry with this formula, charge and spin: 129.55 kcal/mol

Mulliken population analysis, charges in e, atoms 1 to 2: C -0.285; C 0.666



# 9
Here is an isolated ion of composition C5H8N and charge +1 at a distorted geometry from OMol25. Energies are from ωB97M-V/def2-TZVPD.

The geometry in XYZ format:
```
14
C5H8N | OMol25 | ωB97M-V/def2-TZVPD
C 0.558 0.580 -0.248
C 1.843 0.472 -0.527
C -1.931 0.548 -0.409
C 2.737 -0.350 0.264
C -2.724 -0.381 0.485
N -0.659 0.724 -0.246
H 2.025 0.818 -1.504
H -2.352 1.153 -1.096
H 3.733 0.080 0.493
H 2.970 -1.266 -0.347
H 2.243 -0.653 1.207
H -3.497 -0.731 -0.135
H -2.939 0.106 1.412
H -2.008 -1.100 0.651
```

* SMILES: CC=C=[N+]=CC
* total charge: +1
* HOMO-LUMO gap: 8.82 eV
* ΔE to the lowest compared entry with this formula, charge and spin: 69.20 kcal/mol

Mulliken population analysis, charges in e, atoms 1 to 2: C 0.342; C -0.125



# 10
Here is an isolated ion of composition C5H8N and charge +1 at a distorted geometry from OMol25. Energies are from ωB97M-V/def2-TZVPD.

The geometry in XYZ format:
```
14
C5H8N | OMol25 | ωB97M-V/def2-TZVPD
C 0.461 0.306 -0.081
C -0.954 0.384 -0.088
C 1.652 -0.062 0.771
C 1.700 -0.429 -0.687
C -2.122 -0.489 0.249
N -0.451 1.546 -0.323
H 2.372 0.581 1.140
H 1.303 -0.823 1.424
H 1.564 -1.412 -0.980
H 2.345 0.072 -1.354
H -3.009 0.250 0.362
H -2.460 -1.113 -0.503
H -1.964 -1.172 1.112
H -0.438 2.361 -1.041
```

* SMILES: CC1=[NH+]C12CC2
* total charge: +1
* HOMO-LUMO gap: 9.89 eV
* ΔE to the lowest compared entry with this formula, charge and spin: 102.75 kcal/mol

Mulliken population analysis, charges in e, atoms 1 to 2: C 0.091; C 0.754



# 11
Here is a 2-piece molecular cluster, C5H8N overall at a distorted geometry from OMol25. Energies are from ωB97M-V/def2-TZVPD.

The geometry in XYZ format:
```
14
C5H8N | OMol25 | ωB97M-V/def2-TZVPD
C -1.812 0.987 -0.466
C -1.144 0.003 0.493
C 0.330 0.831 -1.210
C 0.208 -0.115 -0.041
C 1.623 -1.267 0.965
N -1.029 1.409 -1.361
H -2.847 1.307 -0.313
H -0.928 0.092 1.561
H -1.655 -0.967 0.499
H 1.173 1.688 -1.070
H 0.738 0.208 -2.031
H 2.354 -0.825 0.375
H 1.385 -2.289 0.639
H 1.602 -1.062 1.960
```

* total charge: +1
* HOMO-LUMO gap: 8.59 eV
* ΔE to the lowest compared entry with this formula, charge and spin: 120.06 kcal/mol

Mulliken population analysis, charges in e, atoms 1 to 2: C -0.110; C -0.460



# 12
Here is C5H8N as an isolated structure at a distorted geometry from OMol25. Energies are from ωB97M-V/def2-TZVPD.

The geometry in XYZ format:
```
14
C5H8N | OMol25 | ωB97M-V/def2-TZVPD
C -0.580 -1.282 -0.415
C 0.652 -0.643 0.459
C 1.942 -0.276 0.009
C -1.610 -0.632 0.107
C -0.649 0.303 0.789
N -0.575 1.620 -0.028
H -0.351 -2.133 -1.052
H 0.675 -1.369 1.371
H 2.203 0.230 -0.919
H 2.769 -0.688 0.485
H -2.668 -0.835 -0.203
H -1.443 2.201 0.391
H -0.690 1.351 -1.050
H 0.325 2.153 0.055
```

* total charge: +1
* HOMO-LUMO gap (spin up / spin down): 8.49 / 7.69 eV
* ΔE to the lowest compared entry with this formula, charge and spin: 146.73 kcal/mol

Mulliken population analysis, charges in e, atoms 1 to 2: C -0.242; C 0.402



# 13
Here is an isolated ion of composition C5H8N and charge +1 at a distorted geometry from OMol25. Energies are from ωB97M-V/def2-TZVPD.

The geometry in XYZ format:
```
14
C5H8N | OMol25 | ωB97M-V/def2-TZVPD
C 0.464 0.245 0.393
C -1.144 1.151 0.199
C 1.691 -0.245 -0.490
C 0.149 1.657 0.846
C -1.468 -1.359 -0.171
N -0.778 -0.209 0.283
H 2.687 0.152 -0.315
H 1.657 -1.362 -0.803
H 1.091 0.473 -1.163
H -0.033 2.037 1.866
H 0.758 2.311 0.156
H -1.420 -2.222 0.568
H -1.060 -1.612 -1.178
H -2.593 -1.017 -0.191
```

* SMILES: C[N+]1=C2C[C@]21C
* total charge: +1
* HOMO-LUMO gap: 9.25 eV
* ΔE to the lowest compared entry with this formula, charge and spin: 132.59 kcal/mol

Mulliken population analysis, charges in e, atoms 1 to 2: C 0.078; C -0.300



# 14
Here is C5H8N as an isolated structure at a distorted geometry from OMol25. Energies are from ωB97M-V/def2-TZVPD.

The geometry in XYZ format:
```
14
C5H8N | OMol25 | ωB97M-V/def2-TZVPD
C 1.812 -0.009 0.138
C 0.934 0.040 1.128
C 0.706 0.015 -0.931
C -0.222 0.004 0.246
C -1.563 0.886 0.276
N -0.199 -1.206 -0.690
H 2.858 -0.198 0.196
H 0.909 0.063 2.265
H 0.631 0.592 -1.871
H -1.807 0.827 -0.803
H -1.133 1.840 0.429
H -2.168 0.555 1.120
H -1.120 -1.389 -1.061
H 0.361 -2.020 -0.443
```

* total charge: +1
* HOMO-LUMO gap: 10.77 eV
* ΔE to the lowest compared entry with this formula, charge and spin: 87.93 kcal/mol

Mulliken population analysis, charges in e, atoms 1 to 2: C -0.683; C -0.422



# 15
Here is C5H8N as an isolated structure at a distorted geometry from OMol25. Energies are from ωB97M-V/def2-TZVPD.

The geometry in XYZ format:
```
14
C5H8N | OMol25 | ωB97M-V/def2-TZVPD
C -0.920 0.557 -1.706
C -1.371 1.303 -0.265
C -0.060 -0.079 -0.919
C 1.218 -0.710 -0.826
C -0.245 0.272 1.757
N -0.940 0.074 0.370
H -1.073 0.829 -2.777
H 1.813 -0.887 -1.644
H 1.281 -1.618 -0.212
H 1.928 -0.095 -0.246
H 0.232 -0.680 2.111
H 0.689 0.884 1.528
H -0.944 0.788 2.489
H -1.607 -0.640 0.340
```

* total charge: +1
* HOMO-LUMO gap: 9.54 eV
* ΔE to the lowest compared entry with this formula, charge and spin: 143.48 kcal/mol

Mulliken population analysis, charges in e, atoms 1 to 2: C -0.238; C -0.192



# 16
Here is an isolated ion of composition C5H8N and charge +1 at a distorted geometry from OMol25. Energies are from ωB97M-V/def2-TZVPD.

The geometry in XYZ format:
```
14
C5H8N | OMol25 | ωB97M-V/def2-TZVPD
C 0.311 0.995 -0.089
C 0.893 -0.326 -0.036
C -1.189 0.841 -0.200
C 2.355 -0.162 -0.018
C -0.218 -1.257 -0.200
N -1.421 -0.601 0.170
H 0.690 2.011 -0.103
H -1.702 1.525 0.526
H -1.535 1.078 -1.140
H 3.025 -0.845 -0.365
H 2.686 0.629 0.617
H -0.141 -2.371 -0.165
H -1.555 -0.481 1.195
H -2.200 -1.036 -0.193
```

* total charge: +1
* HOMO-LUMO gap (spin up / spin down): 6.86 / 7.81 eV
* ΔE to the lowest compared entry with this formula, charge and spin: 109.76 kcal/mol

Mulliken population analysis, charges in e, atoms 1 to 2: C -0.298; C 0.720